Entry 1:
11
Properties=species:S:1:pos:R:3:forces:R:3:nbo_charge:R:1 method="wB97M-V/def2-TZVPD" s_squared=0.754 charge=+2 e_above_lowest_ev=0.286 spin_multiplicity=2
N -0.232276 1.728305 0.678362 -0.1373 1.7844 -0.2427 -0.88
H -0.646648 2.555840 0.222487 -0.5800 0.0871 0.5958 0.48
H 0.716935 1.828758 0.297696 0.0998 -1.0794 0.0562 0.47
H -0.819993 0.918189 0.444584 0.8227 0.4846 0.0507 0.45
H -0.174136 1.865398 1.696397 -0.2206 0.1083 -0.1006 0.48
C 0.495516 -1.471070 -0.797510 -1.8167 0.1942 0.2207 -0.30
O -0.378622 -0.927957 0.192238 0.5700 -1.6707 -1.8396 -0.25
H -0.000540 -2.280868 -1.352668 0.0404 0.0461 0.0513 0.30
H 1.288301 -2.011218 -0.216688 0.6091 -0.0345 0.2806 0.40
H 0.916365 -0.668135 -1.410791 0.4622 0.0782 0.3757 0.30
H -1.164900 -1.537246 0.245897 0.1504 0.0016 0.5519 0.56

Entry 2:
17
Properties=species:S:1:pos:R:3:forces:R:3:nbo_charge:R:1 method="wB97M-V/def2-TZVPD" smiles=NCCO.CS e_above_lowest_ev=0.967
C 2.629763 -0.020476 -1.623222 0.6398 0.4510 0.1362 -0.74
S 1.031638 -0.854392 -1.713864 -0.4115 0.6924 0.5038 -0.22
H 3.331968 -0.359671 -2.384707 -0.2541 -0.2972 -0.0741 0.22
H 2.550074 1.057313 -1.780713 -0.2408 -0.0537 0.0216 0.20
H 3.120250 -0.169487 -0.659784 -0.1003 -0.0776 0.0035 0.20
C -1.422829 -0.938888 1.071026 -0.6706 -0.3027 -0.2625 -0.09
O -2.744197 -0.550354 0.665776 0.1154 0.3383 0.4202 -0.74
C -0.596164 0.292368 1.320401 0.1242 0.5076 -0.5260 -0.25
N -0.511382 1.116976 0.076417 -0.5986 0.6689 1.0928 -0.81
H -0.976725 -1.573709 0.308552 0.1964 0.0074 -0.0438 0.19
H -1.542297 -1.534926 1.976642 0.2503 0.0801 0.1139 0.18
H -2.927239 -0.877382 -0.208787 -0.0185 -0.2206 -0.3878 0.48
H -1.057327 0.878491 2.114849 0.0936 -0.0735 0.2384 0.19
H 0.423070 0.010059 1.584325 -0.0343 -0.0317 0.1864 0.21
H -1.468714 1.330620 -0.198170 -0.0364 -0.3283 -0.2013 0.38
H 0.323081 0.150267 -0.885346 0.6475 -0.9948 -1.0581 0.22
H -0.162973 2.043184 0.336610 0.2981 -0.3656 -0.1632 0.37

Entry 3:
82
Properties=species:S:1:pos:R:3:forces:R:3:lowdin_charge:R:1 method="wB97M-V/def2-TZVPD" energy_ha=-1471.2599 charge=-1
C 0.066056 4.482012 2.359611 0.2697 -1.0991 -0.7834 -0.13
C 0.147290 4.661454 0.813532 0.0981 0.4639 0.3002 -0.25
C -0.711831 3.648396 -0.027970 0.7246 0.4360 0.4145 -0.19
C -1.441418 2.526464 0.780904 -1.1926 1.4075 -0.8741 -0.22
N -1.988936 1.530413 -0.139487 1.1738 0.1833 0.7421 0.03
C -1.062883 0.447321 -0.498020 -0.5926 0.1257 -1.7288 -0.43
C -1.123880 0.346188 -2.070373 -1.3096 -1.0291 0.6820 -0.13
O -0.749562 1.564367 -2.713520 0.2536 -0.4391 -0.1855 -0.18
C 0.181485 1.357904 -3.774880 0.5892 0.9876 0.5026 -0.25
C 1.618419 1.270650 -3.181959 -0.4673 -0.6102 -0.1094 -0.07
C 0.471443 0.571879 -0.112825 -0.0102 -0.1634 3.0685 -0.13
O 0.468783 -0.044443 1.189178 -0.4163 0.2205 0.1639 -0.09
B -0.400347 -1.206053 0.892238 1.1215 -1.8645 -0.9701 -0.79
C -0.568513 -2.378381 2.014988 -0.6877 1.2547 1.0872 -0.07
C 0.326539 -2.146475 3.288957 -1.8111 -0.9209 -0.0030 -0.23
O 1.518654 -2.921486 3.281509 0.1466 0.6947 -0.0617 -0.16
C 2.496740 -2.356121 2.437312 1.2715 0.2511 0.0065 -0.28
C 3.066989 -0.992464 2.910078 0.1517 0.2154 -0.5159 -0.09
O -1.590443 -0.684472 0.176324 1.1084 0.7577 -0.3264 0.02
H -0.991912 4.443482 2.660906 0.4513 0.3381 0.2156 0.07
H 0.670396 5.213627 2.915729 -0.4686 -0.0120 -0.2168 0.06
H 0.491179 3.484236 2.593848 -0.2373 0.5038 0.0845 0.07
H -0.139460 5.711624 0.589298 0.0448 -0.5507 -0.0433 0.09
H 1.205510 4.579203 0.496521 -0.4115 0.0181 0.2335 0.09
H -1.440897 4.232772 -0.625730 0.0931 -0.4682 0.3636 0.10
H -0.037205 3.191793 -0.772583 -0.4560 0.0381 0.3050 0.07
H -2.319396 3.019976 1.259378 0.4830 -0.2731 -0.0032 0.11
H -0.855336 2.092375 1.599405 -0.0286 -0.2252 -0.6002 0.11
H -2.420769 1.960832 -0.945340 0.2847 0.1685 -0.0347 0.10
H -0.541352 -0.514109 -2.445393 0.0057 0.3530 0.3552 0.13
H -2.191057 0.121356 -2.312061 0.4915 0.1614 -0.0110 0.13
H 0.139708 2.273364 -4.396049 -0.2386 -0.5385 0.0695 0.11
H -0.122462 0.469199 -4.352623 0.3317 0.3389 -0.0285 0.11
H 1.757707 0.239847 -2.806637 0.2413 0.5707 -0.0003 0.07
H 2.422038 1.509441 -3.899263 -0.4171 -0.1379 0.0707 0.06
H 1.683065 1.976212 -2.335432 -0.0168 -0.3377 -0.3689 0.07
H 1.214607 -0.042286 -0.650805 -0.8528 0.3422 -0.7772 0.10
H 0.909678 1.565439 0.090427 -0.5254 -0.0757 -0.7034 0.11
H 0.231960 -1.769507 -0.020134 0.5324 -0.5499 -0.4975 0.10
H -0.417094 -3.396550 1.609517 0.0953 0.5058 0.2315 0.09
H -1.623340 -2.350545 2.397439 0.4998 -0.1002 -0.2082 0.08
H 0.484302 -1.073087 3.492069 0.1972 -0.4095 -0.2974 0.11
H -0.278795 -2.525389 4.140946 0.6643 0.1010 -0.1229 0.09
H 2.179937 -2.252472 1.382461 -0.3530 -0.0289 0.4540 0.11
H 3.346795 -3.070664 2.439258 -0.4487 0.1955 0.0049 0.11
H 3.749239 -0.640354 2.106167 -0.2817 -0.1565 0.3975 0.07
H 2.301495 -0.203971 3.005631 0.2362 -0.4789 -0.0584 0.05
H 3.665509 -1.046319 3.835863 -0.3590 -0.1993 -0.2238 0.06
C -3.985129 -1.411203 4.653340 0.0370 0.0022 -0.2346 -0.06
C -3.125680 -2.121608 5.693920 -0.2771 0.2891 0.0650 -0.43
C -3.935786 -2.973351 6.687569 0.3508 -0.1216 0.0154 -0.21
O -4.607901 -2.230047 7.695751 -0.1857 -0.1854 -0.1674 -0.20
C -5.846088 -1.675633 7.293665 0.1229 0.1646 0.2675 -0.12
N -2.296908 -1.127137 6.385132 -0.0406 -0.2563 0.1890 0.04
H -4.503975 -0.543227 5.063185 0.0172 -0.0393 0.0829 0.06
H -3.361709 -1.051607 3.833236 0.0133 -0.0170 0.0630 0.08
H -4.730696 -2.088865 4.230328 0.0003 0.0102 0.0100 0.08
H -2.461331 -2.801197 5.151594 0.0143 -0.0367 0.0832 0.12
H -3.235223 -3.619430 7.224492 -0.0173 0.0634 0.0732 0.12
H -4.637634 -3.636904 6.167084 -0.0902 0.0956 -0.0664 0.12
H -6.373601 -2.322461 6.587121 0.0472 0.0213 -0.0722 0.09
H -5.700891 -0.684401 6.859249 -0.1345 -0.0339 -0.1602 0.07
H -6.464978 -1.558518 8.185366 0.0506 -0.0621 0.0160 0.08
H -1.655528 -1.612286 7.007260 0.1368 0.0400 -0.1276 0.07
H -2.906660 -0.614830 7.017786 0.0006 0.0901 -0.0882 0.06
C 4.805597 -0.726681 -7.771459 0.1647 -0.1246 -0.1462 -0.08
C 3.613562 -1.338732 -7.042131 0.0685 0.3901 0.0655 -0.43
C 2.253853 -0.825539 -7.548990 -0.1230 -0.2483 0.1881 -0.21
O 1.912781 0.474814 -7.100487 0.0464 -0.0637 -0.3090 -0.20
C 2.492328 1.529666 -7.844744 -0.1057 0.1304 0.3134 -0.11
N 3.777637 -1.121582 -5.601258 -0.2336 -0.0845 -0.1283 0.05
H 5.008220 0.296080 -7.453204 -0.0841 -0.0105 0.0312 0.06
H 5.707892 -1.306780 -7.570042 -0.0528 0.0226 0.0571 0.07
H 4.646416 -0.724284 -8.852698 -0.0079 0.0280 0.0119 0.07
H 3.639995 -2.417162 -7.227072 -0.1095 -0.0004 0.0145 0.13
H 1.477261 -1.482464 -7.147902 -0.0089 0.0657 0.0605 0.12
H 2.182296 -0.887108 -8.642560 0.1114 0.0777 -0.0504 0.12
H 2.586325 1.279257 -8.905487 0.0607 -0.0544 0.0043 0.09
H 3.467434 1.800241 -7.433322 0.0857 0.0262 -0.1781 0.07
H 1.842236 2.400616 -7.749945 -0.0448 -0.0690 0.0138 0.09
H 3.037786 -1.613119 -5.106651 0.1090 -0.0781 0.0670 0.08
H 3.579460 -0.141199 -5.416532 0.0998 0.0039 0.0368 0.06

| no. | molar mass (g/mol) |
| --- | --- |
| 1 | 50.1 |
| 2 | 109.2 |
| 3 | 452.5 |